Formula: C37H80N6O9P2
Source: the Open Molecules 2025 dataset
Level of theory: ωB97M-V/def2-TZVPD

Properties
- Total charge: 0
- Multiplicity: 1
- SMILES: C=C[C@@]1(OC[C@H](C)CC(C)C)OC(=O)O[C@@]1(CCCCCCCCOC)CCOC(C)=O.CN(C)P(=O)(N(C)C)N(C)C.CN(C)P(=O)(N(C)C)N(C)C

The geometry in XYZ format:
```
134
C37H80N6O9P2 | the Open Molecules 2025 dataset | ωB97M-V/def2-TZVPD
H -0.865 -0.012 -1.723
H 2.505 1.240 -2.558
H -5.138 0.816 -9.434
H -3.909 2.102 0.687
H -5.797 2.383 -7.371
C 4.643 -1.886 8.219
H 1.913 -6.092 3.746
H -2.305 -1.794 4.398
H 2.076 0.274 -1.185
H 7.224 -2.270 9.827
H 3.229 -4.242 5.881
H 5.960 -1.357 4.177
H -3.413 3.501 -4.554
H 4.660 -2.575 7.376
C -6.368 -0.522 -7.456
C -2.258 1.039 -5.646
C 1.269 3.376 -2.051
O 0.461 2.860 -5.402
C -3.922 1.074 1.032
P 0.967 -3.054 3.315
H -4.703 0.718 -5.772
H 0.741 -2.107 5.901
O -0.824 1.010 -5.945
P 6.424 0.125 7.559
H 6.936 -0.571 10.187
C 0.002 5.402 -3.045
H -9.242 0.147 -8.265
H -2.314 -1.182 -3.507
H -1.716 7.200 -2.729
H -0.439 -5.781 2.596
O -3.359 0.096 -1.158
H 0.256 6.411 -2.705
H -4.014 2.025 -1.545
C -3.066 0.160 0.188
H -3.555 0.112 -9.294
H 7.136 -1.956 5.299
N -0.012 -3.783 2.079
H -4.483 -1.405 -7.907
H 1.535 3.330 -3.104
C -8.689 0.476 -7.391
C -3.214 1.343 -1.843
H 0.964 0.324 -4.012
H -2.361 2.538 -7.246
C 0.920 -0.106 -3.013
H 1.522 -1.014 -3.080
C -2.065 0.914 -4.110
C -0.393 2.042 -5.138
C -0.014 -3.011 0.837
H 3.016 -2.661 5.154
H 3.766 -3.963 4.214
O -1.109 1.962 -3.964
H 9.917 -1.133 7.589
C 8.796 0.951 8.502
H 8.554 -1.973 6.920
H -1.461 -1.584 2.874
H -4.023 1.497 -8.286
H 7.292 -0.296 4.648
H 0.875 -3.204 0.224
H -9.134 1.378 -6.978
H 0.706 5.141 -3.832
C 6.475 -1.476 9.799
H -4.942 0.695 0.968
C 2.982 -3.732 4.946
H 0.942 2.050 -0.428
C -7.198 0.738 -7.739
H -7.462 2.788 -7.017
C -0.505 -0.525 -2.607
H 2.104 3.723 -1.444
H 0.252 4.982 -0.948
C -3.383 1.070 -3.344
C 6.590 -1.056 5.017
H 4.300 -2.456 9.082
H -0.452 -1.572 -2.305
H -8.729 -0.286 -6.612
O 6.451 1.565 7.110
O -2.797 -0.044 -6.304
O -1.287 5.369 -3.637
H -0.908 -3.245 0.254
H -0.842 3.920 -1.797
C 1.435 -5.538 4.565
H -0.918 -1.567 5.942
C -2.190 6.272 -3.060
C 0.132 4.406 -1.867
O 2.176 -2.734 2.472
H 8.201 1.367 9.317
H 4.950 1.059 4.993
N 1.658 -4.114 4.479
H -4.459 -1.006 -5.646
C 4.634 0.186 5.575
C -3.315 3.378 -5.620
H -3.968 0.160 -3.413
C 0.813 2.008 -1.511
H -4.023 1.861 -3.724
H 4.021 -0.460 4.941
H 1.838 -5.927 5.504
H -3.576 0.963 2.052
H -2.940 6.548 -3.801
H 3.991 0.538 6.385
C -0.279 -2.412 5.682
C -4.359 0.560 -8.718
C -1.520 -0.491 -3.774
C -4.832 -0.410 -7.627
H -0.244 1.927 -1.727
C 0.006 -5.200 1.787
H 9.733 0.600 8.941
H 9.201 -0.525 6.092
H -1.012 -0.956 -4.616
C 8.970 -0.975 7.066
H -0.532 -3.238 6.352
H 5.682 -1.743 10.498
H 9.023 1.763 7.802
H -3.792 4.124 -6.243
C -2.678 2.384 -6.223
C -1.676 -2.300 3.666
C -4.220 -0.128 -6.256
H 1.017 -5.576 1.573
H -2.268 -3.112 3.246
H -2.275 1.851 -1.620
H -0.053 -1.943 1.049
H -2.730 5.847 -2.204
H 0.369 -5.770 4.593
N 8.091 -0.154 7.865
H 3.895 -1.117 8.026
H -0.614 -5.408 0.913
O -2.161 -0.516 0.623
H -6.714 -1.297 -8.142
H -6.615 -0.845 -6.441
N -0.450 -2.844 4.283
N 5.765 -0.572 6.105
N 5.984 -1.309 8.420
H -7.164 0.924 -8.813
C 1.650 0.820 -2.024
C -6.730 1.983 -6.983
H -6.617 1.714 -5.929
```


Formula: C37H82FN11O9P
Source: the Open Molecules 2025 dataset
Level of theory: ωB97M-V/def2-TZVPD

Properties
- Total charge: +1
- Multiplicity: 1

The geometry in XYZ format:
```
141
C37H82FN11O9P | the Open Molecules 2025 dataset | ωB97M-V/def2-TZVPD
H 5.535 3.732 -6.389
C -6.885 -2.266 -0.995
C -0.902 0.154 -5.165
C -9.592 4.962 1.489
N 6.937 0.955 1.564
H -9.354 5.456 0.542
O 1.319 -2.602 -1.308
C -10.624 3.304 3.710
H -11.273 0.665 0.169
H -11.491 3.547 4.329
N -11.068 3.193 2.340
H 2.135 2.581 3.298
O 6.655 3.184 1.590
H -11.778 2.506 2.116
N -2.652 -2.705 -1.792
H 7.751 -0.811 2.253
H -2.278 -7.667 3.717
C -3.296 -2.664 -0.390
C -1.839 -6.703 3.974
H -6.323 -0.745 0.607
C 5.659 -3.583 -4.492
H 3.110 0.782 -4.816
C -8.425 -1.741 -0.755
H 0.595 1.030 -6.068
H 6.389 -2.770 -4.469
O -11.126 3.698 0.152
H -10.896 -1.374 -1.180
C 3.253 3.128 6.406
N 9.821 5.390 3.404
H 11.028 6.269 4.903
C -4.407 -6.990 2.537
C 4.241 2.189 -5.669
H 8.743 1.896 -0.299
H 12.208 6.693 2.938
N 3.821 1.469 -4.591
P 0.844 -1.096 -1.085
N 2.824 2.791 4.011
H -0.621 -2.768 -3.732
N -0.915 -1.828 -3.389
H 6.803 -4.869 -3.249
H -1.186 2.601 -0.338
H -9.654 1.424 -0.617
C 4.264 1.580 -3.222
C -10.674 0.887 -0.818
H 11.535 7.653 1.606
C -2.669 -5.205 -2.661
H 5.028 2.348 -3.093
C -3.840 -5.636 2.869
H -3.940 -3.644 -0.222
H -4.436 -3.721 -2.505
H -10.221 2.337 4.016
H 4.544 2.116 3.092
H -2.751 -7.117 -1.382
C 3.651 -4.137 -2.393
C -1.396 0.489 -1.172
H -2.504 -2.582 0.471
C -3.275 -3.669 -2.777
H -11.367 1.579 -1.479
H 8.606 -0.129 0.847
H 5.810 -4.180 -5.395
H -2.570 -5.390 -0.302
N 5.895 -4.431 -3.348
H 3.071 -4.468 -1.526
H -2.116 -1.824 -5.195
O 5.384 -5.481 -1.429
H 3.136 -4.466 -3.300
C 8.723 2.389 0.677
C -1.577 -1.876 -2.026
C -10.309 -0.490 -1.684
H -5.836 -2.489 1.132
H 4.206 3.856 2.908
C -4.348 -1.401 -0.380
H -0.858 -6.615 3.501
H 9.398 5.744 5.393
H -0.459 0.084 1.510
H -1.517 1.150 -5.398
H 1.300 -0.208 -2.143
H 4.652 -3.165 -4.500
H 4.035 2.366 6.454
C -10.647 3.913 1.262
H 4.668 0.613 -2.915
H -2.541 0.650 -0.949
C 5.297 3.238 -5.442
H 3.694 4.119 6.268
C 7.367 2.224 1.308
O 3.762 1.973 -6.779
H -4.487 -1.027 -1.502
H -6.510 -1.756 -1.992
H -3.716 -7.534 1.888
C -5.843 -1.761 0.212
O -4.412 -4.594 2.561
H 6.017 0.918 1.988
C -0.533 1.601 -0.323
H 7.007 -0.886 0.635
H -5.358 -6.871 2.008
H -9.960 5.716 2.189
H 3.718 -3.046 -2.368
H 4.847 3.231 4.448
H -3.227 -3.339 -3.898
C 7.628 -0.285 1.303
H -1.246 0.764 -2.323
H 4.928 3.992 -4.742
H -9.131 -2.683 -0.893
H 9.492 1.971 1.331
H -1.002 1.863 1.972
H -3.876 -0.567 0.312
C 10.241 6.110 2.326
H -9.861 4.072 3.839
H -1.726 -6.632 5.058
O 1.115 2.611 5.458
H 6.208 2.772 -5.057
H 10.668 4.533 5.080
O -8.846 -0.696 -1.747
C -1.719 -1.047 -4.404
H -10.767 -0.366 -2.777
N -0.960 -0.948 -0.959
H 3.398 1.823 -2.603
C -0.316 1.231 1.265
C 10.264 5.501 4.774
H -8.500 -1.304 0.338
H 9.110 4.703 3.180
C -2.640 -5.931 -1.352
H 1.518 -0.651 0.141
H 0.467 1.834 -0.897
H -6.787 -3.424 -1.124
H 2.705 3.122 7.353
F 1.123 1.564 1.568
C 5.030 -4.738 -2.340
H 10.928 7.913 3.253
O 9.762 5.894 1.216
H -2.249 -5.737 -3.616
N -2.650 -5.593 3.533
C 11.297 7.159 2.553
C 4.191 3.014 3.604
H -2.648 -0.568 -3.864
H 8.933 3.453 0.531
C 2.310 2.825 5.273
N 0.406 0.101 -5.605
H -8.681 4.496 1.874
H -4.591 -7.552 3.456
H -2.327 -4.651 3.724
```


Formula: C37H86HgN7O12
Source: the Open Molecules 2025 dataset
Level of theory: ωB97M-V/def2-TZVPD

Properties
- Total charge: -1
- Multiplicity: 1

The geometry in XYZ format:
```
143
C37H86HgN7O12 | the Open Molecules 2025 dataset | ωB97M-V/def2-TZVPD
C 1.447 1.250 8.130
H 2.995 -0.365 7.874
C 7.285 0.624 1.288
H -2.374 -1.130 -3.549
H 1.376 -0.388 -1.432
O -3.216 -2.247 4.500
H -0.172 7.864 0.979
C -5.943 -3.707 7.442
H 2.905 -1.229 1.461
H -2.944 3.900 3.534
O 1.012 0.646 1.834
H 0.013 -7.871 -2.139
C 2.443 -1.057 -7.166
C 6.958 2.032 -2.198
H 1.459 6.286 -0.304
C -2.993 -1.540 -6.055
H 8.481 -1.198 1.130
H 0.857 1.183 -0.711
H -0.864 -6.622 -4.737
C 1.923 -1.533 1.097
H 8.187 1.213 1.457
H -3.526 2.305 1.484
H -4.941 4.036 2.439
H 1.966 -2.135 0.190
H 0.265 -5.235 -4.812
C -0.888 -6.403 -0.718
C 0.048 -6.187 -4.329
C -4.442 -1.894 6.673
O 6.969 1.930 -0.801
H 1.601 -2.130 1.951
H 1.933 -2.344 7.807
H -2.853 -2.584 -9.149
H -4.028 -0.673 -3.657
H 1.650 5.700 3.112
H 2.525 0.619 -0.666
H 0.234 2.803 7.822
H -2.127 0.479 -5.727
H 0.151 -2.361 7.163
C 3.715 7.083 0.274
H 6.793 -1.406 1.770
H -9.132 3.351 3.327
H 1.315 -0.167 -9.287
H 4.575 7.630 0.660
C -8.291 3.031 3.942
H -4.376 -4.485 4.217
O -0.002 -5.949 -2.950
H 3.201 7.790 -0.378
C -5.349 -2.412 7.609
H 6.008 1.849 -2.701
N 1.937 -0.589 -12.169
C -4.707 3.128 2.995
H 2.670 0.567 6.446
H 3.185 -1.240 -6.389
C -3.171 -2.637 -8.108
H -3.957 3.939 4.632
H -2.846 0.552 -3.249
C 1.024 -0.302 0.802
H -4.199 -2.998 -8.092
C 1.920 -1.026 -9.579
C -5.579 -4.515 6.051
H 0.009 -0.697 0.795
H 7.686 0.185 -0.770
H 4.139 0.986 -11.582
C -0.647 -7.004 -2.159
H -5.322 1.996 1.290
H 0.351 -4.979 -0.038
N 0.677 2.111 7.236
C -3.012 -0.053 -5.378
O 1.069 -0.700 6.846
H 0.679 -5.820 -1.290
C 6.894 0.698 -0.224
H -1.586 -7.293 -2.632
H -1.340 -4.220 -0.762
H 0.831 0.178 10.001
H -2.618 -5.408 -1.480
O -7.171 2.982 3.113
C -5.983 2.707 3.885
N 0.766 5.301 2.831
C 7.701 -0.803 1.781
H 2.158 1.930 8.599
H -5.955 3.271 4.818
C 1.207 -2.129 7.023
H -5.691 -1.815 8.442
H 7.696 1.329 -2.583
C -4.466 2.032 1.964
H 5.935 0.192 -0.336
H -0.271 -0.028 8.822
Hg -1.070 0.940 4.897
H -4.349 1.027 2.368
N -3.656 3.294 3.915
N 6.156 1.079 2.149
O -6.737 -4.204 8.244
H 7.991 -0.804 2.832
H 5.729 1.953 1.878
H -2.123 -2.033 -5.620
H -2.516 -3.384 -7.659
H -0.284 5.269 1.079
C -0.195 7.267 1.890
C -4.601 -3.934 5.118
C 2.710 -0.711 -10.942
H 1.101 4.395 2.535
H 1.369 2.677 6.765
H -3.973 -1.955 -5.822
H -8.085 3.578 4.862
C 0.414 0.746 9.170
O -6.132 -5.613 5.944
H 1.420 -1.436 -12.357
H -3.985 0.637 -6.876
H -8.506 2.012 4.263
N 0.425 -5.946 -0.320
C -4.087 -2.676 5.405
C 1.726 5.867 0.666
H -2.475 -4.977 0.240
H -5.941 1.698 4.296
C 0.439 5.919 1.573
H -4.977 -0.012 -5.776
H 3.501 -1.451 -11.061
H 1.203 0.089 -12.022
H 1.548 -1.675 -7.083
H 4.206 6.304 -0.310
C 3.600 0.563 -10.735
H 0.936 -6.777 -4.558
C -1.923 -5.138 -0.685
O 2.841 6.584 1.282
H -1.252 7.210 2.149
H -1.242 -7.138 0.005
H 1.454 -2.559 6.053
H 1.930 4.817 0.461
H 2.192 -0.030 -6.901
H 0.355 7.776 2.682
H 7.279 3.032 -2.490
H 2.822 1.326 -10.696
C 1.485 0.300 -0.594
C -3.022 -0.318 -3.881
H 4.202 0.648 -9.831
H -0.185 1.562 9.574
H 5.350 0.472 2.108
O 2.884 -1.288 -8.535
N -4.210 0.635 -5.891
C 2.189 0.102 7.307
O -4.020 -0.696 6.794
O -2.926 -1.387 -7.435
H 1.176 -1.818 -9.674
```


Values of HOMO-LUMO gap, in order: 8.27; 6.30; 2.10, all in eV.